{
  "formula": "C3H6O2",
  "method": "wB97M-V/def2-TZVPD",
  "species": ["O", "C", "C", "O", "C", "H", "H", "H", "H", "H", "H"],
  "xyz": [[-1.5895, 0.0633, -0.5142], [-0.4495, 0.0163, 0.3325], [0.6585, -0.9799, -0.1207], [1.5043, 0.1158, -0.4799], [0.5023, 1.1151, -0.0796], [-2.2580, -0.5548, -0.1375], [-0.8175, -0.0209, 1.3641], [1.2063, -1.5596, 0.7662], [0.4289, -1.7400, -0.9343], [0.8943, 1.8038, 0.6680], [-0.0801, 1.7408, -0.8646]],
  "forces_ev_per_a": [[-0.8, -0.8, 0.5], [-0.7, -0.8, 0.0], [0.9, -1.4, 1.9], [-0.4, 1.1, -0.8], [-0.6, 0.3, -0.8], [0.7, 0.7, -0.6], [0.5, -0.1, 0.0], [-1.3, 1.0, -1.7], [0.1, 1.2, 0.8], [0.1, -0.2, 0.1], [1.6, -1.1, 0.6]],
  "homo_ev": -9.77,
  "spin_multiplicity": 1,
  "smiles": "OC1COC1",
  "charge": 0,
  "gap_ev": 10.57,
  "de_lowest_kcal_mol": 56.9,
  "lumo_energy_ev": 0.803
}